Here is a molecular structure, C23H35NOP2Tm at a distorted geometry from OMol25. Energies are from ωB97M-V/def2-TZVPD.

CARTESIAN COORDINATES (ANGSTROEM)
C: 2.58789 -2.18710 -3.17836
C: 1.41908 -1.51625 -2.82982
C: 0.51603 -2.22762 -1.95574
C: 1.12798 -3.04565 -0.96628
C: 2.34835 -3.65979 -1.26585
C: 3.01051 -3.31015 -2.44343
C: 0.44813 -3.13389 0.35158
C: -1.01092 -3.25468 0.09809
C: -1.55964 -2.43503 -0.92438
C: -2.88393 -1.92762 -0.68666
C: -3.74308 -2.73438 0.05276
C: -3.24574 -3.83070 0.78328
C: -1.86781 -4.01186 0.90182
H: 3.19774 -1.80573 -4.00019
H: 2.73824 -4.40709 -0.57012
H: 3.88161 -3.88601 -2.77014
H: 0.82579 -3.96924 0.94571
H: -4.80198 -2.47653 0.09216
H: -3.93677 -4.49993 1.29466
H: -1.43846 -4.73670 1.59869
N: -0.83048 -2.00638 -2.00225
Tm: 0.47693 -0.00030 1.02173
C: 1.14985 -0.06356 -3.12578
H: 0.11725 0.06954 -3.47151
H: 1.85768 0.31853 -3.87329
C: -3.18025 -0.50681 -1.07803
H: -2.90190 -0.33154 -2.12609
H: -4.24190 -0.28095 -0.91854
P: 1.33505 0.94340 -1.55493
P: -2.15278 0.68584 -0.04499
C: -3.25356 0.86099 1.42632
H: -2.87338 1.65937 2.08325
H: -4.28242 1.10798 1.11670
H: -3.25398 -0.08003 1.99074
C: -2.52187 2.25478 -0.90707
H: -3.57681 2.53810 -0.77865
H: -1.88686 3.04618 -0.48828
H: -2.30160 2.15401 -1.97672
C: 3.16407 1.11883 -1.47605
H: 3.53817 1.61714 -2.38343
H: 3.45082 1.71834 -0.59873
H: 3.63566 0.13141 -1.39094
C: 0.89978 2.62448 -2.13281
H: 1.01685 3.33615 -1.30388
H: 1.56127 2.93054 -2.95652
H: -0.14256 2.65295 -2.47048
H: 0.66434 -2.06470 1.04360
H: -0.74340 -0.79845 2.13605
C: -0.43051 1.93524 4.12189
C: -0.05764 2.61855 2.82360
O: 0.91487 1.76834 2.05724
C: 2.35696 1.98961 2.29862
C: 2.78938 3.35085 1.78989
H: -0.93217 0.97071 3.95512
H: -1.10734 2.57416 4.69864
H: 0.46641 1.76423 4.72891
H: -0.91563 2.72161 2.14775
H: 0.42663 3.58870 2.95506
H: 2.53481 1.86435 3.37207
H: 2.88730 1.18404 1.76141
H: 2.31094 4.14291 2.37067
H: 3.87238 3.45381 1.90350
H: 2.54663 3.49302 0.72843

Cartesian forces, eV/Å:
0.2 0.2 0.3
-0.3 -0.8 0.0
0.1 0.6 0.2
1.1 -0.1 -0.4
-0.4 0.4 0.2
0.1 -0.3 -0.3
0.3 0.7 0.5
-0.8 -0.1 0.9
0.1 0.5 0.2
0.2 -0.7 -0.3
0.2 0.2 0.2
-0.2 0.0 -0.3
0.3 0.3 -0.2
0.0 0.0 0.4
0.0 0.3 -0.3
-0.3 0.3 0.2
0.1 0.3 0.2
0.3 0.0 0.2
0.2 0.3 0.0
-0.2 0.3 -0.1
0.5 1.4 1.5
0.5 -0.8 -2.2
-0.2 -0.3 -0.3
0.1 0.1 0.0
-0.2 0.0 0.1
0.0 -0.3 -0.3
-0.1 0.0 0.2
0.2 0.1 -0.1
0.4 -0.1 -0.9
-0.9 -0.3 0.0
0.0 0.0 0.0
-0.2 -0.3 -0.2
0.3 0.0 0.1
0.1 0.2 -0.1
-0.2 0.2 -0.1
0.3 0.0 -0.1
-0.2 -0.1 -0.1
-0.1 0.1 0.2
0.2 0.0 0.0
0.0 -0.2 0.3
-0.1 -0.2 -0.3
-0.1 0.2 0.0
0.0 0.1 -0.1
-0.1 -0.1 -0.2
-0.2 -0.1 0.2
0.3 0.0 0.1
-0.6 -3.7 -1.5
-1.3 -0.8 1.2
0.0 0.0 0.1
0.7 -0.6 -0.4
0.6 2.3 1.5
-0.8 0.3 0.0
0.1 0.0 0.0
0.2 0.3 -0.1
0.1 0.0 -0.1
-0.2 0.0 0.0
0.3 0.1 0.1
-0.3 -0.1 0.1
0.1 0.0 -0.2
-0.3 0.1 0.1
0.2 0.0 -0.1
-0.1 0.0 0.0
0.0 -0.1 0.3

## Properties
Relative energy (zero: lowest compared OMol25 entry of this formula, charge and spin), kcal/mol: 90.9
LUMO level (alpha / beta), eV: -2.62 / -4.41
Electronic energy, hartree: -2794.944606
Charge: +1
Multiplicity: 3
Frontier orbital gap (alpha / beta), hartree: 0.2689 / 0.1546